Formula: C4H32Li7O24S2
Source: the Open Molecules 2025 dataset
Level of theory: ωB97M-V with the def2-TZVPD basis set

Geometry as XYZ:
```
69
Properties=species:S:1:pos:R:3:forces:R:3:nbo_charge:R:1
Li 19.389584 -13.590202 5.080265 -0.7 -0.3 -1.0 0.90
Li 18.175333 -17.186893 4.377406 0.4 0.6 0.1 0.90
Li 19.535992 -15.883981 -0.419777 -0.6 0.4 0.6 0.93
Li 16.990912 -14.155113 -0.009157 0.0 0.8 -0.2 0.88
Li 15.956727 -13.353190 4.251069 0.9 0.0 -1.2 0.93
Li 18.563779 -14.590014 2.609204 0.4 0.5 -0.3 0.87
Li 20.116776 -12.919349 0.306812 -1.0 -0.6 -0.1 0.89
S 16.096207 -16.002961 2.609003 0.0 -0.8 -1.7 2.68
O 15.877078 -15.172191 3.789346 -1.1 1.2 2.3 -1.18
O 16.891508 -17.128201 3.038774 1.4 -3.0 2.0 -1.18
O 14.897868 -16.475572 1.963379 -1.1 0.7 0.1 -1.02
O 16.992101 -15.304305 1.707653 0.6 1.8 -1.5 -1.13
S 17.541298 -14.410472 -2.434280 -3.8 0.3 -1.9 2.63
O 17.961995 -15.235700 -1.286587 2.2 -1.6 2.0 -1.21
O 16.796999 -13.314573 -1.868312 -0.7 2.2 1.6 -1.11
O 18.650112 -13.907059 -3.216405 2.4 0.0 -1.0 -1.08
O 16.603421 -15.153090 -3.245524 0.2 -1.5 -1.1 -1.07
O 17.953315 -12.785340 3.809251 -1.0 -0.2 -0.1 -1.11
C 18.128494 -11.578762 3.051069 1.6 -0.8 0.5 -0.09
C 17.705449 -11.496201 1.565019 -0.3 -1.0 -1.9 -0.09
O 18.120487 -12.417617 0.539442 0.7 0.3 2.7 -1.00
H 19.195758 -11.383579 3.155770 1.0 -0.1 -0.9 0.11
H 17.858177 -10.691051 3.622892 -1.4 0.3 0.0 0.13
H 17.855981 -10.495179 1.160802 1.1 0.8 0.5 0.14
H 16.623851 -11.399677 1.470574 -1.2 -0.7 0.7 0.10
O 20.265853 -14.864878 1.243049 -0.3 -1.1 1.0 -1.06
C 21.164135 -15.519921 2.141744 -0.8 1.7 0.1 -0.07
C 20.688016 -16.078708 3.573489 -0.2 0.0 -0.1 -0.07
O 19.583972 -15.582751 4.285701 -1.2 0.8 -0.5 -1.09
H 21.914682 -14.764194 2.373373 0.6 0.3 0.4 0.10
H 21.733816 -16.320610 1.670076 -0.1 -0.5 -0.1 0.13
H 21.494025 -15.924791 4.290945 1.2 -0.2 -0.5 0.10
H 20.550973 -17.155530 3.474647 0.2 -0.5 -0.3 0.12
O 20.582859 -13.328592 -1.713255 2.1 0.6 1.9 -1.02
H 21.175043 -12.756775 -2.201706 0.1 0.1 0.0 0.46
H 19.927292 -13.600147 -2.355681 -2.0 -0.5 -1.3 0.51
O 14.418442 -12.916243 2.890013 0.0 0.3 0.4 -0.98
H 13.616643 -13.372154 2.634100 -0.1 -0.4 0.1 0.49
H 14.608666 -12.334032 2.154437 0.4 0.3 -0.3 0.50
O 16.958964 -16.516002 6.038120 0.6 -0.4 0.5 -0.98
H 16.551994 -16.208612 6.848133 0.0 -0.2 0.1 0.47
H 16.538648 -16.002306 5.348415 -0.6 0.5 -0.9 0.51
O 13.421703 -16.374978 4.830763 -0.4 0.0 0.6 -0.96
H 14.043164 -15.911331 4.269475 0.6 0.1 -0.4 0.49
H 12.625614 -16.441673 4.303484 -0.1 -0.1 -0.2 0.46
O 14.606100 -14.572798 -0.232011 0.1 0.3 -0.1 -0.92
H 14.131528 -13.768313 -0.022663 0.0 0.3 -0.3 0.45
H 14.394625 -15.169842 0.485665 0.1 -0.7 0.5 0.48
O 18.742459 -19.146897 4.583246 0.1 0.2 0.0 -0.96
H 19.175574 -19.561397 5.329463 0.2 0.1 0.2 0.49
H 18.315689 -19.868968 4.122024 -0.3 -0.1 -0.2 0.49
O 21.606506 -11.794005 1.021116 0.2 0.0 -0.1 -0.94
H 21.739091 -10.880017 0.769555 -0.1 0.2 -0.2 0.48
H 22.025486 -11.870167 1.878372 0.0 -0.3 0.2 0.48
O 21.229962 -12.870546 5.285246 0.0 0.1 0.1 -0.95
H 21.707637 -13.178408 6.055493 0.0 -0.2 0.3 0.49
H 21.853565 -12.309080 4.824692 -0.1 0.1 -0.3 0.49
O 18.462893 -17.488379 0.568125 1.1 -0.1 -0.5 -0.99
H 18.363275 -18.351766 0.969196 -0.2 0.0 -0.2 0.47
H 17.764960 -16.961172 0.956942 -0.4 0.5 0.1 0.51
O 18.861835 -13.793611 7.017213 0.1 0.1 0.0 -0.96
H 19.189195 -14.621242 7.369487 0.1 -0.4 0.0 0.49
H 18.244842 -13.478893 7.677887 -0.2 0.3 0.0 0.49
O 21.610139 -16.144686 6.970979 0.1 0.2 0.7 -0.96
H 22.397643 -15.901441 6.484252 0.2 -0.1 -0.2 0.47
H 20.896296 -16.035036 6.342764 -0.5 -0.1 -0.7 0.49
O 16.871120 -19.511902 1.828831 0.2 -1.0 -0.2 -0.93
H 17.061820 -18.888842 2.530021 -0.5 1.0 0.3 0.49
H 17.646279 -20.072000 1.788103 0.1 -0.4 -0.2 0.44
```
Forces are in eV/Å.

Results
E_tot   -76929.4601 eV
Total charge   -1
Strongest force on any atom   4.2 eV/Å
HOMO   -3.470 eV
E_LUMO   0.9 eV
Kohn-Sham gap   4.38 eV

=====

Formula: C37H47LuN2O3Se
Source: the Open Molecules 2025 dataset
Level of theory: ωB97M-V with the def2-TZVPD basis set

Geometry as XYZ:
```
91
Properties=species:S:1:pos:R:3:forces:R:3:lowdin_charge:R:1
Lu -1.126789 1.912397 0.949120 -0.6 0.8 0.6 1.68
C 2.280321 -4.493898 -0.374108 -2.0 3.2 1.8 -0.03
C 1.868637 -4.537861 1.094234 0.7 -0.2 0.8 -0.54
C 3.122379 -4.735325 1.986077 -0.1 1.5 0.1 -0.04
C 1.028435 -5.761743 1.365108 -0.4 -0.7 -1.5 -0.08
C 1.127735 -3.257334 1.542530 0.5 0.6 -0.6 -0.15
C 1.679373 -1.974001 1.296951 -1.0 -1.4 0.3 -0.05
C 0.819923 -0.877002 1.421224 1.3 -0.7 0.5 -0.42
Se 1.592072 0.878148 1.366818 0.0 -0.1 -0.8 1.14
C 1.873831 1.143016 -0.559425 -0.2 0.5 0.8 -0.38
C 2.943113 0.539196 -1.177411 1.1 -0.8 -1.1 -0.05
C 3.281812 0.813029 -2.534862 -1.3 0.2 1.4 -0.15
C 2.498827 1.829297 -3.109366 1.4 -0.7 -0.6 0.02
C 1.514048 2.522206 -2.436029 -0.4 1.7 -1.5 -0.12
C 1.113659 2.156035 -1.175509 -0.3 -0.6 1.7 -0.39
O 0.112544 2.755302 -0.501242 0.4 -0.3 -0.7 -0.34
C 0.965085 3.838630 -3.000832 -1.8 0.7 -0.2 -0.49
C -0.630581 3.791143 -3.222674 0.4 0.7 1.6 -0.04
C 1.548672 4.232634 -4.369527 0.1 0.9 0.2 -0.09
C 1.333544 5.031113 -2.077945 -0.8 -0.2 -1.3 -0.04
C 4.290760 0.033773 -3.360146 0.9 -0.6 -0.3 -0.56
C 3.541382 -0.820228 -4.377500 0.2 0.3 -0.5 -0.06
C 5.147350 -0.993038 -2.563298 -2.2 0.5 0.1 -0.05
C 5.236750 0.969924 -4.123822 -0.1 1.0 -1.3 -0.06
C -0.514920 -1.014842 1.829900 -0.1 -0.2 -0.7 -0.38
O -1.328693 0.004625 1.647937 -0.4 0.4 0.3 -0.32
C -0.985884 -2.254091 2.309191 1.0 0.2 -0.1 -0.12
C -0.142502 -3.327486 2.131092 1.0 -0.4 0.0 0.02
C -2.335941 -2.412749 2.922389 -1.3 2.0 0.1 -0.54
C -2.534888 -3.693122 3.722468 -1.5 1.0 -0.7 -0.05
C -3.346313 -2.356783 1.791846 -1.4 -0.1 -0.4 -0.05
C -2.616385 -1.194578 3.914106 0.0 -0.5 -2.3 -0.01
H 2.568113 -5.366033 -0.746587 0.9 -4.2 -1.4 0.03
H 3.119039 -3.894673 -0.487574 1.7 1.6 -0.1 0.05
H 1.524375 -4.049137 -0.992193 -0.6 0.0 -0.4 0.10
H 3.820655 -5.527540 1.775482 0.0 -0.5 -0.7 0.08
H 2.746599 -4.924864 2.976514 0.1 0.1 0.7 0.07
H 3.702302 -3.800378 2.014240 0.0 -0.2 0.1 0.08
H 1.503981 -6.624881 0.818356 -0.5 0.6 1.0 0.11
H 0.008788 -5.639253 0.969956 0.2 -0.2 0.0 0.09
H 0.954922 -5.897045 2.432136 -0.1 -0.6 0.3 0.08
H 2.740320 -1.931830 1.027412 -0.5 0.4 -0.1 0.11
H 3.530965 -0.192436 -0.610191 -0.2 0.3 -0.2 0.09
H 2.780898 2.101079 -4.135478 -0.4 0.1 0.5 0.10
H -0.902951 2.866004 -3.691139 -0.2 -0.9 0.1 0.07
H -0.927210 4.516524 -3.954365 0.1 0.8 -0.5 0.05
H -1.291250 4.039241 -2.317068 1.3 -0.7 -1.1 0.09
H 1.236438 3.515061 -5.119837 0.4 -0.2 -0.3 0.08
H 2.645280 4.321916 -4.253070 -0.4 -0.3 -0.5 0.09
H 1.193327 5.256321 -4.722918 0.2 -1.3 0.7 0.10
H 1.036996 4.926152 -1.046862 -0.5 0.2 0.1 0.07
H 0.929379 5.887957 -2.648101 -0.1 0.0 1.0 0.09
H 2.387510 5.165466 -2.103538 1.1 0.0 0.1 0.07
H 2.659583 -1.246253 -3.953688 -0.6 -0.5 0.3 0.08
H 4.133857 -1.589192 -4.865600 0.4 -0.3 0.4 0.09
H 3.271959 -0.196375 -5.192477 -0.8 0.7 -0.8 0.07
H 4.412836 -1.794748 -2.298004 1.0 0.3 0.1 0.09
H 5.525259 -0.515569 -1.673813 0.5 -0.2 0.4 0.07
H 5.909943 -1.377545 -3.221850 0.3 -0.2 0.1 0.08
H 4.708504 1.766218 -4.756943 0.5 -1.3 0.7 0.09
H 5.942085 0.406913 -4.789952 -0.7 0.4 0.5 0.10
H 5.841542 1.569073 -3.459839 0.3 0.0 0.5 0.08
H -0.420569 -4.296173 2.515475 -0.4 0.0 -0.2 0.09
H -2.353495 -4.592721 3.133739 0.1 0.0 0.3 0.08
H -3.631588 -3.636911 4.001053 1.3 -0.5 0.1 0.11
H -1.886895 -3.549734 4.559271 0.3 -0.8 0.9 0.08
H -3.180542 -3.231492 1.197525 0.2 -0.6 -0.8 0.07
H -3.273668 -1.472712 1.140872 0.1 -0.2 0.4 0.08
H -4.421236 -2.469960 2.096311 0.9 0.4 0.2 0.10
H -1.683519 -1.028126 4.387422 0.7 0.4 1.1 0.08
H -3.389349 -1.529238 4.555174 -0.7 -0.1 1.0 0.06
H -2.938679 -0.262370 3.404512 0.3 -0.8 0.2 0.07
O -2.079884 3.084428 2.485377 -0.3 -0.3 -0.1 -0.26
C -3.238107 2.667296 3.011227 0.4 -0.1 -1.5 -0.38
C -3.405384 2.448342 4.355842 0.9 0.8 1.4 -0.04
C -4.557006 1.894070 4.893690 0.1 -0.4 0.2 -0.09
C -5.630671 1.489359 4.101134 1.1 0.9 -1.2 -0.07
C -5.459102 1.722417 2.711763 0.5 0.3 2.2 -0.03
C -4.331840 2.341351 2.170801 0.3 -0.9 1.1 -0.11
C -4.234327 2.501801 0.741277 0.8 -0.4 0.8 -0.30
N -3.237288 2.155757 -0.081811 0.7 -0.8 2.6 0.01
C -3.598551 2.546188 -1.296046 0.4 0.5 -1.9 -0.16
C -4.769115 3.171586 -1.221600 -2.4 1.0 -2.1 -0.08
N -5.204787 3.102925 0.081255 0.5 0.2 -1.7 0.16
H -2.556766 2.814572 4.979387 -0.8 -0.7 -0.3 0.14
H -4.534498 1.660613 5.950840 -0.3 0.2 0.1 0.10
H -6.531093 1.060094 4.521914 0.1 -0.1 -0.2 0.10
H -6.185553 1.352373 2.072481 -1.4 -0.5 -1.3 0.09
H -2.999165 2.430729 -2.183959 0.1 -0.1 0.1 0.10
H -5.327935 3.589724 -2.070677 0.1 -0.2 0.9 0.13
H -6.010789 3.519254 0.485449 -0.5 0.2 0.2 0.17
```
Forces are in eV/Å.

Results
E_tot   -147225.1544 eV
Strongest force on any atom   4.5 eV/Å
Energy relative to the best compared isomer or geometry (same formula, charge and spin)   165.02 kJ/mol
HOMO   -7.634 eV
E_LUMO   0.5 eV
Kohn-Sham gap   8.09 eV

=====

Formula: C8H26N2O4
Source: the Open Molecules 2025 dataset
Level of theory: ωB97M-V with the def2-TZVPD basis set

Geometry as XYZ:
```
40
Properties=species:S:1:pos:R:3:forces:R:3:nbo_charge:R:1
C 9.826340 5.006951 9.418460 1.4 2.4 -0.3 -0.25
O 10.648546 5.864779 8.555957 1.0 -0.7 1.2 -0.57
C 9.974830 6.478677 7.507952 -0.7 1.7 0.0 -0.08
C 9.465595 5.545147 6.462582 0.4 -1.9 -0.8 -0.10
C 10.476524 4.536988 5.955512 -0.5 -0.9 0.2 -0.60
N 9.039687 6.161216 5.239086 -2.7 1.3 0.3 -0.83
H 9.199833 5.689421 10.018606 0.0 -0.6 -0.1 0.19
H 10.500730 4.399927 10.018696 0.0 0.2 0.1 0.20
H 9.314082 4.411530 8.740472 -1.5 -1.4 -0.6 0.18
H 9.156778 7.118674 7.905022 0.0 -0.3 -0.1 0.18
H 10.632707 7.226775 7.002544 0.1 -0.7 0.5 0.19
H 8.700097 4.837325 6.816532 -0.4 0.8 0.2 0.18
H 11.392226 4.957759 5.646787 1.2 0.8 -0.4 0.20
H 9.997551 4.101796 5.070363 0.3 -0.3 0.3 0.22
H 10.710994 3.775039 6.686037 0.0 -0.3 0.2 0.21
H 9.789366 6.549332 4.734654 1.4 0.3 -0.7 0.35
H 8.421779 6.968173 5.392318 0.1 -0.4 0.1 0.35
C 4.028610 5.644138 8.742070 2.5 -0.6 -2.4 -0.27
O 5.489009 5.334540 8.270772 -2.5 1.0 -0.2 -0.60
C 5.843183 6.068902 7.046078 0.9 0.6 2.4 -0.09
C 4.899386 5.810970 5.896477 0.1 -0.3 1.7 -0.09
C 5.240042 4.385462 5.482979 -0.1 0.7 -3.3 -0.62
N 4.948242 6.825388 4.870012 1.8 -1.4 -1.4 -0.80
H 4.156850 5.397804 9.762857 -0.7 -0.1 1.0 0.21
H 3.331399 5.005454 8.150238 0.5 0.3 0.9 0.19
H 3.829802 6.701992 8.531241 0.0 -0.2 0.4 0.19
H 5.888203 7.151050 7.342062 -0.1 -0.6 -0.4 0.18
H 6.878349 5.697746 6.951116 -0.4 0.4 -0.7 0.20
H 3.933533 5.897954 6.439120 0.1 -0.4 -1.0 0.18
H 4.532111 4.021436 4.688972 0.4 0.0 1.0 0.22
H 5.234109 3.810022 6.369498 0.0 -1.0 0.7 0.23
H 6.263635 4.343256 4.961225 -1.2 0.2 1.0 0.21
H 5.042971 7.706551 5.307114 -0.2 1.3 0.6 0.35
H 5.894474 6.697733 4.433620 -1.1 0.2 0.0 0.35
O 10.586311 8.019893 10.417372 -0.6 0.9 0.5 -0.95
H 10.909177 7.347749 9.835532 0.3 -0.9 -0.9 0.48
H 11.084158 7.902996 11.221397 0.2 0.1 0.4 0.46
O 6.397970 7.598094 9.798412 -0.2 -2.2 -0.6 -0.97
H 6.288653 6.644038 9.452387 0.0 1.8 0.4 0.49
H 6.854864 7.451851 10.630048 0.1 0.3 0.2 0.47
```
Forces are in eV/Å.

Results
SMILES string   COC[C@H](C)N.COC[C@H](C)N.O.O
E_tot   -19885.6201 eV
Strongest force on any atom   3.6 eV/Å
Energy relative to the best compared isomer or geometry (same formula, charge and spin)   185.00 kJ/mol
HOMO   -9.492 eV
E_LUMO   0.7 eV
Kohn-Sham gap   10.22 eV

=====

Q: Kohn-Sham gap of number 1 (C4H32Li7O24S2)?
A: 4.38 eV